[1]
{"formula": "C3HNO4S", "method": "ωB97M-V/def2-TZVPD", "elements": ["C", "C", "C", "N", "O", "O", "O", "O", "S", "H"], "xyz": [[1.37946, -0.47267, 1.02997], [0.44312, -0.97690, -0.87773], [0.05719, 0.53426, -0.39317], [1.31130, -1.35808, 0.10746], [-0.00072, -1.51351, -1.82319], [-1.91935, 1.75193, 0.93326], [-2.29424, 0.92435, -1.47198], [0.70078, 0.68657, 0.82502], [-1.59634, 0.93137, -0.20419], [1.91879, -0.50733, 1.87454]], "forces_ev_per_a": [[-2.0, 0.2, -4.2], [-1.0, 3.2, 0.7], [-1.1, -0.9, 0.8], [1.1, -1.2, 1.5], [0.0, -0.9, -0.8], [-0.2, -0.5, -0.7], [0.1, -0.1, 1.5], [0.1, -0.3, 0.0], [1.1, 0.6, -1.6], [1.9, -0.2, 2.9]], "nbo_charge": [0.4659, 0.6364, -0.2396, -0.5217, -0.4691, -0.8112, -0.8026, -0.4462, 1.9938, 0.1943], "largest_force_ev_per_a": 4.70, "smiles": "O=C1N=COC1=S(=O)=O", "total_energy_ha": -868.7037, "homo_lumo_gap_ev": [7.96, 7.96]}



[2]
{"formula": "C3HO3Sc", "method": "ωB97M-V/def2-TZVPD", "elements": ["C", "C", "O", "C", "O", "Sc", "O", "H"], "xyz": [[0.53882, 0.08408, -3.27433], [-0.40768, 0.47511, -2.49734], [-0.61354, 0.02393, -1.18801], [0.39854, -0.15118, -0.41352], [0.18620, -0.44606, 0.77601], [0.95080, -0.44398, 2.62312], [1.70142, -0.14717, -3.51906], [1.39809, -0.34248, -1.01462]], "forces_ev_per_a": [[6.0, -1.8, 0.4], [-1.7, 0.7, 0.5], [0.2, 0.7, -0.1], [0.8, -2.0, -3.2], [0.7, 0.5, 1.0], [-0.2, -0.1, 0.2], [-4.3, 1.0, -0.5], [-1.4, 0.9, 1.7]], "nbo_charge": [0.5464, 0.1586, -0.3665, 0.7088, -0.8287, 1.8603, -0.2905, 0.2115], "largest_force_ev_per_a": 6.24, "relative_energy_kcal_mol": 84.1, "charge": 2, "total_energy_ha": -1100.4663, "homo_lumo_gap_ev": [6.80, 6.29]}



[3]
{"formula": "C3N4S3", "method": "ωB97M-V/def2-TZVPD", "elements": ["C", "C", "C", "N", "N", "N", "N", "S", "S", "S"], "xyz": [[-0.44342, 0.86326, -2.12085], [2.01387, 0.74384, -0.18837], [-1.24333, -1.47948, 2.29182], [-0.63150, 1.72517, -2.84559], [1.38481, -0.12951, -0.73570], [-0.63265, -1.62577, 3.25113], [-1.10026, -0.07522, 0.14248], [-0.22519, -0.54316, -1.07571], [2.96713, 1.78266, 0.42911], [-2.08943, -1.26180, 0.85169]], "forces_ev_per_a": [[0.1, -1.1, 0.5], [0.0, 0.0, -0.1], [0.0, -0.1, -0.3], [-0.1, 0.7, -0.5], [-0.5, -1.0, -0.5], [0.3, -0.1, 0.7], [-0.1, 0.2, -0.4], [0.3, 1.2, 0.8], [0.1, 0.3, 0.2], [-0.1, -0.1, -0.3]], "nbo_charge": [-0.0226, 0.2416, -0.0068, -0.2145, -0.7386, -0.2827, -0.9924, 1.3312, 0.1776, 0.5072], "largest_force_ev_per_a": 1.53, "relative_energy_kcal_mol": 12.1, "total_energy_ha": -1527.7603, "homo_lumo_gap_ev": 8.71}



[4]
{"formula": "C3NO2S", "method": "ωB97M-V/def2-TZVPD", "elements": ["C", "C", "C", "N", "O", "O", "S"], "xyz": [[-0.66290, -0.71603, -1.09257], [-1.52878, -0.81088, -0.08605], [1.13348, 0.77845, 0.54058], [-0.19534, -0.30813, -2.08299], [1.73927, -0.16575, 0.68244], [0.75155, 1.90033, 0.49951], [-1.23729, -0.67801, 1.53908]], "forces_ev_per_a": [[0.9, 1.1, -1.7], [-1.8, -0.9, 3.0], [-1.0, 4.8, 0.4], [0.8, -0.3, -0.6], [1.4, -2.9, -0.1], [-0.1, -1.9, -0.3], [-0.3, 0.0, -0.7]], "nbo_charge": [0.1096, -0.4411, 1.0481, -0.4294, -0.5112, -0.5709, -0.2051], "largest_force_ev_per_a": 4.93, "relative_energy_kcal_mol": 28.5, "charge": -1, "total_energy_ha": -717.7462, "homo_lumo_gap_ev": [6.22, 6.23]}



Copy entry 2 word for word.
{"formula": "C3HO3Sc", "method": "ωB97M-V/def2-TZVPD", "elements": ["C", "C", "O", "C", "O", "Sc", "O", "H"], "xyz": [[0.53882, 0.08408, -3.27433], [-0.40768, 0.47511, -2.49734], [-0.61354, 0.02393, -1.18801], [0.39854, -0.15118, -0.41352], [0.18620, -0.44606, 0.77601], [0.95080, -0.44398, 2.62312], [1.70142, -0.14717, -3.51906], [1.39809, -0.34248, -1.01462]], "forces_ev_per_a": [[6.0, -1.8, 0.4], [-1.7, 0.7, 0.5], [0.2, 0.7, -0.1], [0.8, -2.0, -3.2], [0.7, 0.5, 1.0], [-0.2, -0.1, 0.2], [-4.3, 1.0, -0.5], [-1.4, 0.9, 1.7]], "nbo_charge": [0.5464, 0.1586, -0.3665, 0.7088, -0.8287, 1.8603, -0.2905, 0.2115], "largest_force_ev_per_a": 6.24, "relative_energy_kcal_mol": 84.1, "charge": 2, "total_energy_ha": -1100.4663, "homo_lumo_gap_ev": [6.80, 6.29]}